C12H29CuO11S2 | ωB97M-V with the def2-TZVPD basis set

Element x y z (Å)
1 Cu -0.45062 0.24287 -0.35687
2 C -0.12355 3.06141 2.41597
3 C -0.86733 1.75481 2.15017
4 O -1.42019 1.66088 0.89441
5 H 0.05053 3.21330 3.49385
6 H -0.72372 3.93788 2.12814
7 H 0.81403 3.17650 1.86524
8 H -1.70693 1.71205 2.89567
9 H -0.19883 0.91298 2.39353
10 O -1.21943 1.55717 -1.97388
11 C -1.56817 0.64709 -2.93624
12 C -0.60897 -0.51613 -3.11546
13 O -0.23787 -1.08370 -1.94702
14 H -1.74388 1.14291 -3.93063
15 H -2.56215 0.22284 -2.62621
16 H 0.24230 -0.14084 -3.76233
17 H -1.12799 -1.24039 -3.80563
18 O 0.76367 -1.05512 0.82692
19 C 1.44055 -1.03365 2.02906
20 C 1.98219 -2.38218 2.58122
21 O 2.71083 -3.14269 1.74564
22 H 0.81592 -0.50054 2.79014
23 H 2.36658 -0.39518 1.91894
24 H 1.04125 -2.92782 2.90526
25 H 2.54415 -2.14342 3.53158
26 O -2.12663 -1.38189 0.13719
27 S -2.68815 -2.67098 0.20274
28 O -2.12983 -3.82543 -0.40081
29 O -2.90633 -3.04884 1.74254
30 C -3.15057 -1.93722 2.63284
31 C -1.84045 -1.45795 3.21583
32 C -4.38882 -2.59731 -0.32903
33 H -3.87523 -2.23700 3.39076
34 H -3.53417 -1.12893 2.00078
35 H -1.13571 -1.16071 2.43391
36 H -1.32959 -2.28429 3.72348
37 H -1.94100 -0.64075 3.93239
38 H -4.85581 -1.70110 0.06866
39 H -4.88809 -3.53502 -0.09738
40 H -4.35571 -2.55833 -1.41924
41 O 3.61682 2.43061 0.01593
42 S 2.93721 1.46009 -0.79092
43 O 1.53672 1.28252 -0.77403
44 O 3.34389 1.73297 -2.32682
45 C 2.35060 2.45306 -3.08936
46 C 3.04686 3.06505 -4.30060
47 C 3.66167 -0.14321 -0.63021
48 H 1.85917 3.21144 -2.48243
49 H 1.60939 1.71096 -3.38932
50 H 2.31966 3.29792 -5.07560
51 H 3.83889 2.38741 -4.61577
52 H 3.49723 4.00250 -3.96010
53 H 3.27572 -0.68929 0.23479
54 H 4.74546 -0.04498 -0.65292
55 H 3.29443 -0.67234 -1.50881

Computed properties:
E_HOMO (spin up / spin down): 3.11 / 3.10 eV
Total energy: -101736.2786 eV
Orbital gap (spin up / spin down): 0.108 / 0.109 hartree
Multiplicity: 2
E_LUMO (spin up / spin down): 6.06 / 6.06 eV
Max |F|: 1.87 eV Å⁻¹
Charge: -3

C12H29N3O4Ru | ωB97M-V with the def2-TZVPD basis set

Element x y z (Å)
1 Ru -0.15214 -0.39726 0.31434
2 C 2.65452 0.54808 1.82879
3 C 2.61361 -0.97497 1.65250
4 O 2.00209 -1.38918 0.43284
5 C 2.73112 -1.36425 -0.79001
6 C 2.61828 -0.03809 -1.56290
7 O 1.28427 0.46143 -1.51515
8 C 1.18802 1.81336 -1.94635
9 C -0.14621 2.42005 -1.47598
10 O -0.52556 2.03051 -0.15890
11 C -0.09958 2.84957 0.93252
12 C 1.28146 2.47029 1.47271
13 O 1.34630 1.05664 1.61673
14 H 3.36778 1.01871 1.13637
15 H 2.98423 0.77597 2.85315
16 H 1.99214 -1.42660 2.44149
17 H 3.62930 -1.38061 1.73640
18 H 2.30931 -2.17786 -1.39077
19 H 3.79388 -1.58162 -0.61513
20 H 2.89644 -0.22023 -2.61175
21 H 3.31313 0.71363 -1.16040
22 H 1.20516 1.85421 -3.04406
23 H 2.04532 2.38867 -1.57906
24 H -0.95315 2.07566 -2.13012
25 H -0.09179 3.51289 -1.55446
26 H -0.85443 2.70459 1.71357
27 H -0.10948 3.90821 0.64868
28 H 1.42654 2.95393 2.44872
29 H 2.07992 2.82478 0.80674
30 N -0.70789 -2.74621 -0.19018
31 C -1.97835 -2.90307 -0.91372
32 C -2.23887 -1.65991 -1.75974
33 N -2.21280 -0.43230 -0.95324
34 C -3.30531 -0.20774 0.00842
35 C -3.06037 -0.80673 1.39677
36 N -1.84975 -0.24640 2.01358
37 H 0.06053 -3.05909 -0.78721
38 H -0.69437 -3.33415 0.64451
39 H -2.79459 -3.07056 -0.21131
40 H -1.95345 -3.77621 -1.57796
41 H -3.20329 -1.76302 -2.27853
42 H -1.45369 -1.56381 -2.52213
43 H -2.20598 0.35224 -1.60364
44 H -4.24242 -0.62555 -0.38366
45 H -3.44185 0.87304 0.11878
46 H -2.95654 -1.89195 1.36090
47 H -3.94348 -0.59822 2.01725
48 H -1.65451 -0.71692 2.90213
49 H -1.99349 0.74603 2.21845

Computed properties:
E_HOMO (spin up / spin down): -20.32 / -20.31 eV
Total energy: -28126.2441 eV
Orbital gap (spin up / spin down): 0.269 / 0.297 hartree
Multiplicity: 2
ΔE to the lowest compared entry with this formula, charge and spin: 0.0 kJ/mol
E_LUMO (spin up / spin down): -13.00 / -12.24 eV
Max |F|: 2.56 eV Å⁻¹
Charge: +3

C12H29NO6 | ωB97M-V with the def2-TZVPD basis set

Element x y z (Å)
1 C 0.54519 -0.95041 3.24656
2 O 0.65966 -2.25235 2.72167
3 C 0.37701 -2.33605 1.33499
4 C -1.09713 -2.71951 1.09073
5 C -1.77926 -1.91104 -0.03245
6 C -1.61082 -0.42781 0.17797
7 O -2.28854 0.26282 0.88360
8 O -0.53840 0.08271 -0.53065
9 C 1.34040 -3.33543 0.71508
10 O 2.66338 -2.85901 0.61394
11 C 2.79549 -1.69050 -0.17494
12 C 4.20578 -1.60590 -0.75301
13 N 4.35483 -0.62571 -1.83024
14 H 1.31102 -0.28679 2.81933
15 H -0.45454 -0.52163 3.07299
16 H 0.70814 -1.01783 4.32333
17 H 0.56714 -1.35542 0.88655
18 H -1.64958 -2.62978 2.03088
19 H -1.15663 -3.77546 0.79507
20 H -1.35533 -2.17631 -1.00625
21 H -2.85056 -2.13464 -0.05344
22 H 0.06739 0.48699 0.10953
23 H 0.96537 -3.64135 -0.27712
24 H 1.35875 -4.22282 1.35880
25 H 2.61102 -0.79325 0.44164
26 H 2.05929 -1.68210 -0.99625
27 H 4.48780 -2.59356 -1.12967
28 H 4.90419 -1.33938 0.04922
29 H 3.84810 -0.93952 -2.65084
30 H 3.94323 0.26804 -1.56836
31 C -4.22950 3.70771 0.45854
32 C -5.43578 3.11441 1.16257
33 O -5.49304 1.69975 1.03548
34 H -4.23966 3.44017 -0.59847
35 H -4.22230 4.79556 0.54442
36 H -3.30315 3.32417 0.89212
37 H -6.35890 3.48649 0.71885
38 H -5.43695 3.40078 2.22041
39 H -4.68804 1.33369 1.41867
40 C 0.94136 2.84286 -2.88929
41 C 2.13642 1.90971 -2.82661
42 O 2.66369 1.78204 -1.50478
43 H 1.20310 3.83899 -2.53201
44 H 0.57051 2.92337 -3.91167
45 H 0.13004 2.46061 -2.26469
46 H 2.95846 2.28406 -3.43483
47 H 1.86051 0.92124 -3.20995
48 H 1.95086 1.45739 -0.94741

Computed properties:
E_HOMO: -9.11 eV
Total energy: -26687.9879 eV
Orbital gap: 0.344 hartree
Multiplicity: 1
ΔE to the lowest compared entry with this formula, charge and spin: 0.0 kJ/mol
E_LUMO: 0.26 eV
Max |F|: 0.61 eV Å⁻¹
Charge: 0

C12H30AlN3O7 | ωB97M-V with the def2-TZVPD basis set

Element x y z (Å)
1 Al 0.32784 -0.39015 -0.38997
2 N 2.48404 -3.67359 1.01790
3 O 2.35513 -3.88848 2.21883
4 O 3.26739 -4.30680 0.34777
5 O 1.81666 -2.72915 0.54873
6 C -1.79547 -0.11035 2.87948
7 O -0.75465 0.40223 2.06202
8 C -0.35565 1.67511 2.51492
9 C 0.77286 2.17708 1.62012
10 N 0.52140 2.07953 0.19231
11 C 1.32099 3.10090 -0.52426
12 C 2.74827 3.39549 -0.03464
13 O 3.37320 2.14584 0.21518
14 C 4.71498 2.25147 0.66098
15 H -2.65932 0.55401 2.96572
16 H -1.54179 -0.42039 3.89650
17 H -2.21014 -1.00967 2.42975
18 H 0.04212 1.66745 3.53069
19 H -1.17929 2.39602 2.46386
20 H 1.67074 1.64177 1.91927
21 H 0.78474 3.24236 1.87837
22 H -0.42596 2.41006 0.00856
23 H 0.81804 4.07528 -0.46881
24 H 1.43522 2.89973 -1.58746
25 H 2.73565 4.06273 0.83022
26 H 3.31504 3.77718 -0.88702
27 H 4.77059 2.99017 1.46782
28 H 5.38118 2.59432 -0.13496
29 H 5.07168 1.30868 1.06454
30 C -0.69846 -3.15061 2.01302
31 O -1.15456 -2.41894 0.87095
32 C -2.04634 -3.13121 0.08433
33 C -2.32924 -2.48114 -1.25161
34 N -1.04516 -2.14664 -1.90908
35 C -1.26413 -1.51437 -3.21538
36 C -1.96643 -0.17132 -3.17980
37 O -1.22460 0.73002 -2.41900
38 C -1.64455 2.05668 -2.77207
39 H -1.56343 -3.43988 2.61951
40 H -0.17897 -2.45283 2.66441
41 H -0.13565 -4.03911 1.74243
42 H -2.98349 -3.39461 0.58371
43 H -1.62194 -4.11117 -0.18094
44 H -2.95715 -1.60024 -1.12303
45 H -2.83006 -3.25106 -1.84603
46 H -0.69296 -3.07795 -2.13311
47 H -1.83685 -2.22351 -3.82789
48 H -0.29119 -1.46225 -3.70771
49 H -2.98942 -0.35140 -2.82957
50 H -2.09088 0.11333 -4.22891
51 H -1.40484 2.77328 -2.00687
52 H -2.71861 2.08739 -2.95879
53 H -1.13660 2.33870 -3.69499

Computed properties:
E_HOMO: -14.80 eV
Total energy: -38304.1493 eV
Orbital gap: 0.126 hartree
Multiplicity: 1
ΔE to the lowest compared entry with this formula, charge and spin: 170.4 kJ/mol
E_LUMO: -11.39 eV
Max |F|: 2.47 eV Å⁻¹
Charge: +2

C12H30B3ClO6 | ωB97M-V with the def2-TZVPD basis set

Element x y z (Å)
1 C 6.01926 2.15138 3.08397
2 C 4.92369 1.20365 2.48300
3 C 4.75494 -0.11797 3.34492
4 C 3.50767 1.87952 2.43242
5 C 3.39426 2.96128 1.30221
6 C 3.15517 2.54094 3.78937
7 O 1.84400 3.10083 3.82631
8 B 0.85406 2.13146 3.86541
9 O 0.96635 0.89177 4.54372
10 B 0.57186 -0.09359 3.60107
11 O -0.64462 0.02393 2.87035
12 B -0.65455 1.33246 2.31787
13 Cl -1.07893 1.47596 0.56235
14 O -0.34606 2.41578 3.14110
15 H 7.00469 2.02187 2.60989
16 H 6.09114 1.90982 4.16290
17 H 5.75330 3.22111 2.97829
18 H 5.25760 0.89568 1.47860
19 H 4.85033 -0.97260 2.65628
20 H 3.74483 -0.12480 3.79001
21 H 5.52502 -0.13123 4.13384
22 H 2.81084 1.05343 2.15396
23 H 2.34152 3.09533 1.00002
24 H 3.79906 3.90551 1.70622
25 H 3.98913 2.61413 0.43998
26 H 3.36660 1.85062 4.63187
27 H 3.85720 3.38486 3.93037
28 H 1.25574 -1.02483 3.35402
29 C -2.25517 -1.17879 -2.16185
30 C -0.91063 -1.88026 -2.27522
31 C -0.99391 -3.31566 -1.77981
32 O 0.06724 -1.16780 -1.51978
33 H -2.58512 -1.13731 -1.11949
34 H -2.18053 -0.14731 -2.51245
35 H -3.01906 -1.69320 -2.74894
36 H -0.57803 -1.87008 -3.31491
37 H -1.28225 -3.34467 -0.72495
38 H -0.02137 -3.80462 -1.85859
39 H -1.72194 -3.89139 -2.35485
40 H -0.21356 -1.16762 -0.59916
41 C -4.73508 -1.34786 -5.24201
42 C -5.97522 -2.13729 -4.85353
43 C -7.20095 -1.24038 -4.77550
44 O -5.76431 -2.77161 -3.59230
45 H -4.51761 -0.57599 -4.49807
46 H -3.86286 -2.00292 -5.28553
47 H -4.85931 -0.86751 -6.21449
48 H -6.14800 -2.93062 -5.58293
49 H -7.06534 -0.46482 -4.01604
50 H -8.08056 -1.81853 -4.48769
51 H -7.39940 -0.75688 -5.73400
52 H -5.61110 -2.08316 -2.93822

Computed properties:
E_HOMO: -10.12 eV
Total energy: -39775.5684 eV
Orbital gap: 0.388 hartree
Multiplicity: 1
E_LUMO: 0.43 eV
Max |F|: 2.58 eV Å⁻¹
Charge: 0

C12H30BF4InN2O4 | ωB97M-V with the def2-TZVPD basis set

Element x y z (Å)
1 In -0.31777 -23.57662 -12.06120
2 B -1.53517 -23.47534 -15.28339
3 F -1.96141 -24.28887 -14.25102
4 F -0.99771 -24.19132 -16.37681
5 F -2.54718 -22.64582 -15.77848
6 F -0.57793 -22.56681 -14.76787
7 C 2.42757 -23.58364 -14.99996
8 O 1.46254 -24.29539 -14.28830
9 C 1.33376 -25.62005 -14.73985
10 C 0.69451 -26.45314 -13.60401
11 N -0.53974 -25.84996 -13.09701
12 C -1.05612 -26.68670 -12.02014
13 C -2.45646 -26.28902 -11.58374
14 O -2.48938 -24.94739 -11.12654
15 C -3.24072 -24.80952 -9.90441
16 H 2.34604 -23.63722 -16.09246
17 H 3.47453 -23.89436 -14.90778
18 H 2.33541 -22.52855 -14.75546
19 H 2.25309 -26.06272 -15.12785
20 H 0.71783 -25.60020 -15.64602
21 H 1.44168 -26.54522 -12.81208
22 H 0.63365 -27.48701 -13.95519
23 H -1.21304 -25.81094 -13.86301
24 H -0.34686 -26.65120 -11.19249
25 H -1.11460 -27.73453 -12.33290
26 H -2.66712 -27.00966 -10.78678
27 H -3.32080 -26.33126 -12.25323
28 H -2.92164 -25.43611 -9.06864
29 H -4.22108 -25.24719 -10.11968
30 H -3.26902 -23.74318 -9.70810
31 C -3.97830 -23.33754 -12.29124
32 O -2.88162 -22.52796 -12.61172
33 C -3.04027 -21.13516 -12.30702
34 C -1.86917 -20.34496 -12.91648
35 N -0.60762 -20.78073 -12.35521
36 C 0.55086 -20.29219 -13.08195
37 C 1.90879 -20.53570 -12.41404
38 O 2.04785 -21.93350 -12.23083
39 C 3.32665 -22.47507 -11.93042
40 H -3.71955 -24.04705 -11.50068
41 H -4.32806 -24.00785 -13.07797
42 H -4.78309 -22.72742 -11.87908
43 H -3.20020 -21.07993 -11.22500
44 H -3.98485 -20.72034 -12.66820
45 H -2.03545 -19.30323 -12.61440
46 H -1.87059 -20.24319 -14.00086
47 H -0.52342 -20.33678 -11.44274
48 H 0.33126 -19.31298 -13.52117
49 H 0.62795 -20.80155 -14.05085
50 H 2.05410 -19.99166 -11.47616
51 H 2.65423 -20.08305 -13.07355
52 H 3.94597 -22.37949 -12.82637
53 H 3.30878 -23.49543 -11.56040
54 H 3.87009 -21.82913 -11.23535

Computed properties:
E_HOMO: -15.99 eV
Total energy: -40804.4306 eV
Orbital gap: 0.170 hartree
Multiplicity: 1
ΔE to the lowest compared entry with this formula, charge and spin: 0.0 kJ/mol
E_LUMO: -11.37 eV
Max |F|: 4.27 eV Å⁻¹
Charge: +2